(1)
Density functional theory data (the ωB97M-V functional and the def2-TZVPD basis) for a 3-piece molecular cluster, C13H32O8S overall.

Results
**Molecular weight**: 348.5 g/mol
**Lowest unoccupied orbital energy**: 0.7 eV
**Gap between HOMO and LUMO**: 10.169 eV
**Max |F|**: 0.38 eV/Å
**Energy above the lowest of the compared OMol25 structures with the same formula, charge and spin**: 0.0 kJ/mol

Positions of all 54 atoms, in Å:
C1 1.950 -2.428 3.558
C2 1.629 -2.257 2.068
O1 1.868 -3.483 1.374
C3 0.755 -3.941 0.636
C4 0.495 -3.121 -0.637
O2 -0.627 -2.248 -0.507
C5 -0.360 -0.905 -0.371
O3 -0.628 -0.258 -1.638
S1 -1.100 1.288 -1.573
O4 -0.402 1.915 -0.464
O5 -0.374 1.730 -2.952
C6 0.974 2.173 -2.891
O6 1.818 1.079 -2.714
C7 3.113 1.288 -3.240
H1 1.055 -2.366 4.176
H2 2.392 -3.417 3.683
H3 2.652 -1.672 3.902
H4 0.590 -1.949 1.940
H5 2.253 -1.471 1.635
H6 -0.153 -3.919 1.252
H7 0.969 -4.979 0.378
H8 1.395 -2.537 -0.855
H9 0.305 -3.771 -1.492
H10 -1.003 -0.476 0.400
H11 0.688 -0.718 -0.127
H12 1.081 2.884 -2.067
H13 1.151 2.665 -3.852
H14 3.066 1.561 -4.301
H15 3.656 0.352 -3.137
H16 3.650 2.071 -2.692
C8 2.643 2.678 4.488
C9 2.993 1.782 3.312
C10 3.148 2.565 2.019
O7 2.024 0.743 3.159
H17 1.693 3.188 4.303
H18 2.542 2.091 5.401
H19 3.409 3.439 4.644
H20 3.923 1.251 3.527
H21 2.209 3.068 1.768
H22 3.406 1.898 1.196
H23 3.926 3.325 2.111
H24 1.178 1.163 2.961
C11 -5.488 -1.263 -1.918
C12 -5.770 0.230 -1.969
C13 -5.731 0.770 -3.390
O8 -4.865 0.946 -1.130
H25 -4.489 -1.472 -2.312
H26 -5.529 -1.624 -0.891
H27 -6.211 -1.821 -2.515
H28 -6.753 0.428 -1.535
H29 -4.739 0.613 -3.824
H30 -5.941 1.839 -3.398
H31 -6.461 0.265 -4.023
H32 -3.976 0.805 -1.476

Atoms 1-6, force components in eV/Å:
C 0.037 -0.099 -0.224
C 0.180 0.091 0.320
O -0.285 0.016 -0.004
C 0.025 0.091 -0.156
C 0.219 0.017 -0.028
O -0.067 0.102 0.177

(2)
Density functional theory data (the ωB97M-V functional and the def2-TZVPD basis) for the molecule C5H7N in a non-equilibrium geometry.

Results
**Molecular weight**: 81.1 g/mol
**Lowest unoccupied orbital energy**: 0.9 eV
**Gap between HOMO and LUMO**: 10.244 eV
**Max |F|**: 2.00 eV/Å
**Energy above the lowest of the compared OMol25 structures with the same formula, charge and spin**: 197.4 kJ/mol

Positions of all 13 atoms, in Å:
C1 1.952 -0.120 -1.838
C2 1.100 0.877 0.141
C3 -0.011 0.136 0.160
C4 -1.014 0.293 1.263
C5 -0.324 -0.891 -0.872
N1 1.902 0.586 -0.900
H1 1.390 1.634 0.849
H2 -1.081 -0.634 1.835
H3 -2.002 0.497 0.853
H4 -0.738 1.097 1.940
H5 -1.338 -1.267 -0.749
H6 0.376 -1.731 -0.803
H7 -0.211 -0.476 -1.880

Atoms 1-6, force components in eV/Å:
C 1.323 0.218 -0.736
C -1.248 -0.213 0.830
C -0.889 0.340 1.179
C 0.137 0.042 -0.001
C -0.119 0.022 0.007
N 1.189 -0.398 -1.560

(3)
Density functional theory data (the ωB97M-V functional and the def2-TZVPD basis) for the molecule C7H15NO4 in a non-equilibrium geometry.

Results
**Molecular weight**: 177.2 g/mol
**Lowest unoccupied orbital energy**: 0.7 eV
**Gap between HOMO and LUMO**: 10.071 eV
**Max |F|**: 2.11 eV/Å
**Structure (SMILES)**: OCC[C@H]1N[C@@H](CO)[C@@H](O)[C@@H]1O
**Energy above the lowest of the compared OMol25 structures with the same formula, charge and spin**: 68.2 kJ/mol

Positions of all 27 atoms, in Å:
C1 -1.298 2.014 0.529
C2 -1.670 1.379 -0.807
C3 -1.044 0.000 -1.038
C4 1.019 -0.865 -0.140
C5 2.291 -0.238 0.302
C6 -0.035 -1.173 0.909
C7 -1.357 -1.039 0.042
H1 0.363 1.311 -0.164
H2 -1.621 1.367 1.398
H3 -1.723 2.991 0.712
H4 -1.276 2.053 -1.531
H5 -2.736 1.402 -1.075
H6 -1.459 -0.395 -1.979
H7 0.777 -0.123 -1.950
H8 1.212 -1.835 -0.695
H9 2.942 -0.988 0.737
H10 2.081 0.594 1.011
H11 2.974 1.128 -1.045
H12 0.051 -2.186 1.292
H13 0.268 0.480 1.920
H14 -2.181 -0.766 0.716
H15 -1.827 -2.925 0.057
N1 0.384 0.086 -1.037
O1 0.096 2.092 0.479
O2 2.980 0.205 -0.882
O3 0.042 -0.437 2.122
O4 -1.615 -2.257 -0.585

Atoms 1-6, force components in eV/Å:
C -0.531 -1.418 0.477
C -1.281 0.251 0.162
C -2.033 -0.536 0.179
C -0.422 -1.537 -0.458
C 0.887 0.726 -0.104
C -0.461 -0.150 0.348

(4)
Density functional theory data (the ωB97M-V functional and the def2-TZVPD basis) for C24H38N4O4PReS as an isolated structure in a non-equilibrium geometry.

Results
**Molecular weight**: 695.8 g/mol
**Lowest unoccupied orbital energy (spin up / spin down)**: -3.4 / -3.1 eV
**Multiplicity**: 2
**Gap between HOMO and LUMO (spin up / spin down)**: 7.164 / 7.361 eV
**Charge**: +1
**Max |F|**: 1.31 eV/Å
**Energy above the lowest of the compared OMol25 structures with the same formula, charge and spin**: 88.4 kJ/mol

Positions of all 73 atoms, in Å:
Re1 -0.719 -0.743 -0.565
C1 4.681 -2.902 -6.285
C2 3.598 -2.228 -5.493
C3 2.520 -1.624 -6.132
C4 1.514 -1.002 -5.412
C5 1.611 -0.975 -4.026
C6 2.675 -1.573 -3.356
C7 3.664 -2.185 -4.099
S1 0.243 -0.405 -3.128
O1 0.702 0.287 -1.870
O2 -0.641 0.323 -3.980
N1 -0.439 -1.732 -2.435
C8 -1.836 -1.946 -2.628
C9 -2.501 -2.611 -3.632
C10 -3.879 -2.709 -3.506
C11 -4.521 -2.165 -2.399
C12 -3.779 -1.516 -1.430
N2 -2.459 -1.405 -1.570
H1 4.305 -3.263 -7.241
H2 5.103 -3.742 -5.737
H3 5.494 -2.202 -6.493
H4 2.465 -1.639 -7.213
H5 0.679 -0.529 -5.908
H6 2.727 -1.556 -2.275
H7 4.502 -2.647 -3.591
H8 -1.957 -3.033 -4.464
H9 -4.456 -3.215 -4.268
H10 -5.592 -2.244 -2.282
H11 -4.223 -1.081 -0.546
O3 0.909 -2.591 0.066
N3 -0.042 -3.108 0.614
O4 -1.154 -2.406 0.471
C13 -0.066 3.929 2.748
C14 0.018 2.893 1.619
C15 -0.988 3.268 0.513
C16 1.420 2.951 0.989
P1 -0.294 1.156 2.229
N4 -0.523 0.263 0.870
C17 1.167 0.382 3.107
C18 1.756 1.287 4.194
C19 2.288 -0.001 2.119
C20 0.679 -0.932 3.741
C21 -1.868 1.038 3.224
C22 -2.928 1.933 2.564
C23 -2.424 -0.397 3.195
C24 -1.685 1.491 4.680
H12 0.098 4.914 2.306
H13 0.694 3.784 3.515
H14 -1.041 3.951 3.231
H15 -0.557 4.101 -0.045
H16 -1.943 3.600 0.906
H17 -1.163 2.460 -0.195
H18 1.515 3.921 0.499
H19 1.573 2.181 0.233
H20 2.209 2.888 1.733
H21 2.203 2.189 3.778
H22 2.556 0.733 4.690
H23 1.035 1.574 4.957
H24 2.919 0.838 1.849
H25 1.914 -0.467 1.210
H26 2.918 -0.736 2.621
H27 0.058 -0.766 4.619
H28 1.559 -1.490 4.064
H29 0.136 -1.562 3.038
H30 -3.090 1.678 1.516
H31 -2.699 2.993 2.637
H32 -3.867 1.766 3.096
H33 -2.450 -0.814 2.190
H34 -3.448 -0.353 3.568
H35 -1.874 -1.083 3.830
H36 -1.265 2.493 4.767
H37 -1.066 0.806 5.255
H38 -2.670 1.510 5.150

Atoms 1-6, force components in eV/Å:
Re 0.238 -0.406 1.224
C 0.006 0.015 0.004
C 0.033 -0.014 0.019
C -0.032 0.039 -0.055
C 0.127 0.123 0.052
C 0.162 -0.183 0.088

(5)
Density functional theory data (the ωB97M-V functional and the def2-TZVPD basis) for C10H23ClILuO2P2 as an isolated structure in a non-equilibrium geometry.

Results
**Molecular weight**: 574.6 g/mol
**Lowest unoccupied orbital energy**: -7.8 eV
**Gap between HOMO and LUMO**: 7.470 eV
**Charge**: +2
**Max |F|**: 7.18 eV/Å

Positions of all 40 atoms, in Å:
C1 0.593 2.024 -6.265
C2 0.985 1.100 -5.129
H1 1.195 1.729 -7.142
H2 0.810 3.066 -6.029
H3 -0.463 1.923 -6.518
O1 1.800 0.211 -5.176
I1 0.011 1.327 -3.113
Lu1 -0.401 0.067 0.875
P1 -1.965 -2.044 0.138
C3 -1.807 -3.825 0.482
C4 -3.583 -1.560 0.830
H4 -4.380 -2.170 0.396
H5 -3.151 -2.426 -1.989
H6 -3.774 -0.507 0.604
H7 -2.365 -0.814 -1.898
H8 -1.684 -3.967 1.567
H9 -3.570 -1.665 1.912
C5 -2.261 -1.880 -1.659
H10 -2.676 -4.409 0.129
H11 -1.381 -2.238 -2.204
H12 -0.894 -4.206 -0.002
P2 1.861 1.400 1.629
C6 3.371 0.821 2.468
C7 2.436 2.315 0.154
H13 0.348 3.194 2.207
H14 1.988 3.525 2.835
H15 0.906 2.341 3.638
C8 1.229 2.750 2.682
H16 1.562 2.687 -0.396
H17 3.095 3.151 0.412
H18 4.074 1.637 2.715
H19 3.882 0.080 1.835
H20 2.956 1.633 -0.526
H21 3.079 0.301 3.394
C9 0.996 -1.638 1.366
O2 1.652 -2.515 1.760
Cl1 -1.183 -1.831 3.649
C10 -0.976 -0.147 3.116
H22 -1.965 0.293 3.334
H23 -0.350 0.268 3.915

Atoms 1-6, force components in eV/Å:
C 0.096 -0.122 0.033
C 3.019 -2.856 -1.196
H -0.187 -0.009 0.507
H -0.097 -0.064 0.213
H -0.023 0.003 0.240
O -2.512 2.669 0.318

(6)
Density functional theory data (the ωB97M-V functional and the def2-TZVPD basis) for the molecule FH2PS in a non-equilibrium geometry.

Results
**Molecular weight**: 84.1 g/mol
**Lowest unoccupied orbital energy (spin up / spin down)**: 0.7 / -2.4 eV
**Multiplicity**: 3
**Gap between HOMO and LUMO (spin up / spin down)**: 6.997 / 8.285 eV
**Max |F|**: 3.98 eV/Å
**Energy above the lowest of the compared OMol25 structures with the same formula, charge and spin**: 156.4 kJ/mol

Positions of all 5 atoms, in Å:
F1 0.705 -0.171 1.887
P1 0.028 -0.540 -0.704
S1 -0.607 0.337 1.038
H1 1.022 0.414 -1.099
H2 -1.148 -0.041 -1.122

Force components x, y, z for each atom (eV/Å):
F 3.331 -1.121 1.866
P 1.423 -1.152 0.291
S -3.270 1.545 -0.295
H -0.548 -0.015 -0.043
H -0.936 0.743 -1.818

(7)
Density functional theory data (the ωB97M-V functional and the def2-TZVPD basis) for C39H58BCl2F3GeN6O6S2Y as an isolated structure in a non-equilibrium geometry.

Results
**Molecular weight**: 1071.3 g/mol
**Lowest unoccupied orbital energy (spin up / spin down)**: -4.1 / -4.1 eV
**Multiplicity**: 2
**Gap between HOMO and LUMO (spin up / spin down)**: 4.995 / 8.029 eV
**Charge**: +2
**Max |F|**: 1.16 eV/Å
**Energy above the lowest of the compared OMol25 structures with the same formula, charge and spin**: 0.0 kJ/mol

Positions of all 119 atoms, in Å:
Y1 0.260 -0.896 1.699
C1 0.130 0.031 5.522
C2 -1.216 -0.111 4.831
C3 -2.159 -0.935 5.689
C4 -1.822 1.252 4.546
O1 -0.971 -0.771 3.544
Ge1 -2.001 -2.350 2.942
O2 -1.933 -1.551 1.218
C5 -3.082 -0.922 0.583
C6 -3.179 0.525 1.034
C7 -4.345 -1.685 0.955
C8 -2.836 -1.018 -0.914
O3 -0.306 -3.038 2.348
C9 -0.118 -4.484 2.309
C10 0.919 -4.849 3.359
C11 -1.412 -5.242 2.573
C12 0.383 -4.825 0.916
H1 0.018 0.541 6.479
H2 0.582 -0.944 5.709
H3 0.814 0.625 4.911
H4 -2.316 -0.410 6.632
H5 -3.134 -1.063 5.219
H6 -1.754 -1.921 5.922
H7 -1.923 1.821 5.472
H8 -1.202 1.823 3.860
H9 -2.816 1.151 4.111
H10 -3.359 0.594 2.105
H11 -2.262 1.066 0.798
H12 -4.001 1.030 0.523
H13 -4.592 -1.593 2.013
H14 -5.193 -1.290 0.393
H15 -4.246 -2.744 0.712
H16 -1.893 -0.545 -1.181
H17 -2.803 -2.064 -1.224
H18 -3.639 -0.525 -1.465
H19 0.613 -4.505 4.347
H20 1.052 -5.930 3.403
H21 1.883 -4.401 3.123
H22 -1.787 -5.101 3.587
H23 -2.198 -4.960 1.868
H24 -1.229 -6.309 2.444
H25 1.324 -4.311 0.721
H26 0.541 -5.900 0.822
H27 -0.358 -4.520 0.173
C13 -2.516 4.699 -3.419
C14 -1.072 4.763 -2.954
N1 -0.654 3.563 -2.229
C15 -0.618 3.605 -0.877
C16 -0.289 2.527 -0.112
C17 -0.238 2.775 1.334
O4 -0.816 3.668 1.889
O5 0.525 1.894 2.082
C18 -0.005 1.279 -0.754
O6 0.189 0.194 -0.032
C19 0.004 1.219 -2.147
C20 0.337 0.041 -2.852
C21 0.296 0.028 -4.229
F1 0.586 -1.146 -4.854
C22 -0.031 1.133 -4.989
C23 -0.353 2.325 -4.292
C24 -0.342 2.379 -2.921
N2 -0.092 1.172 -6.415
C25 -1.424 1.214 -7.003
C26 -1.352 2.092 -8.262
N3 0.094 2.133 -8.694
C27 0.688 0.754 -8.667
C28 0.784 0.314 -7.193
H28 -2.776 5.605 -3.965
H29 -3.189 4.616 -2.565
H30 -2.694 3.843 -4.068
H31 -0.927 5.602 -2.274
H32 -0.379 4.923 -3.782
H33 -0.848 4.557 -0.422
H34 0.631 -0.845 -2.309
H35 -0.597 3.199 -4.877
H36 -2.125 1.649 -6.295
H37 -1.792 0.211 -7.255
H38 -1.647 3.124 -8.080
H39 -1.922 1.696 -9.100
H40 0.594 2.693 -7.998
H41 0.193 2.574 -9.609
H42 1.656 0.793 -9.162
H43 0.016 0.130 -9.254
H44 1.804 0.427 -6.825
H45 0.521 -0.746 -7.143
F2 2.378 0.572 1.688
B1 1.971 1.905 1.988
F3 2.498 2.807 1.114
Cl1 5.137 -1.735 4.242
C29 3.951 -1.949 2.970
Cl2 2.286 -1.665 3.587
H46 3.974 -2.974 2.615
H47 4.120 -1.248 2.158
S1 4.285 1.891 5.353
C30 3.725 1.598 3.794
N4 2.607 2.190 3.455
C31 2.120 3.001 4.501
C32 0.994 3.826 4.485
C33 0.716 4.540 5.629
C34 1.528 4.460 6.770
C35 2.650 3.665 6.785
C36 2.938 2.938 5.628
H48 4.250 0.952 3.111
H49 0.357 3.906 3.619
H50 -0.150 5.186 5.644
H51 1.275 5.041 7.645
H52 3.289 3.614 7.653
S2 2.532 -1.896 -0.079
C37 2.530 -3.099 -1.258
N5 1.449 -3.571 -1.897
C38 1.779 -4.695 -2.767
C39 3.300 -4.518 -2.922
N6 3.619 -3.705 -1.751
H53 0.529 -3.389 -1.533
H54 1.254 -4.623 -3.717
H55 1.526 -5.644 -2.288
H56 3.554 -3.987 -3.842
H57 3.831 -5.466 -2.896
H58 4.535 -3.346 -1.540

Atoms 1-6, force components in eV/Å:
Y 0.352 -0.083 -0.365
C 0.057 0.065 0.067
C 0.142 -0.049 -0.327
C -0.057 0.005 0.128
C -0.061 0.032 0.057
O -0.098 -0.010 0.366

(8)
Density functional theory data (the ωB97M-V functional and the def2-TZVPD basis) for the molecule C3H3NOS in a non-equilibrium geometry.

Results
**Molecular weight**: 101.1 g/mol
**Lowest unoccupied orbital energy**: -1.2 eV
**Gap between HOMO and LUMO**: 7.384 eV
**Max |F|**: 2.94 eV/Å
**Energy above the lowest of the compared OMol25 structures with the same formula, charge and spin**: 337.2 kJ/mol

Positions of all 9 atoms, in Å:
C1 -1.692 -1.019 -0.290
C2 -0.575 -1.628 0.184
C3 1.190 0.568 0.235
N1 -2.742 -0.612 -0.609
O1 -0.034 1.229 0.135
S1 0.898 -1.343 0.599
H1 1.899 0.388 -0.712
H2 1.586 1.023 1.105
H3 -0.529 1.394 -0.647

Atoms 1-6, force components in eV/Å:
C -1.059 0.662 -0.096
C -0.262 -1.180 0.058
C -0.385 -1.395 -2.560
N 0.757 -0.210 0.016
O 0.940 -0.153 1.485
S 0.166 1.374 0.022